No. 1
57
Properties=species:S:1:pos:R:3:forces:R:3 method="wB97M-V/def2-TZVPD" multiplicity=1 gap_ev=7.980 lumo_ev=-0.338 e_homo_ev=-8.32 largest_force_ha_per_bohr=0.0197 energy_ev=-36382.6505 relative_energy_kj_mol=278.41
C 10.123 -0.704 -0.563 0.1217 0.0186 -0.0102
C 8.881 -0.633 -1.002 -0.1799 -0.0604 0.0563
C 7.716 -1.310 -0.345 -0.0366 -0.2503 -0.1315
N 6.631 -0.381 -0.119 0.4803 0.1701 0.3302
C 5.426 -0.544 -0.671 -0.2628 0.3989 0.1229
O 5.079 -1.445 -1.400 -0.1296 -0.3327 -0.2605
N 4.480 0.465 -0.342 -0.1959 -0.3683 -0.3362
C 4.635 1.565 0.435 -0.3152 0.1434 -0.0151
O 5.688 1.943 0.900 0.1255 0.2351 0.1835
C 3.345 2.360 0.639 0.3667 0.3046 0.3531
O 2.173 1.577 0.525 -0.3066 -0.2298 -0.1147
C 2.036 0.624 1.498 0.4577 0.3014 0.1519
O 2.886 0.454 2.335 -0.3249 0.0132 -0.1969
C 0.785 -0.131 1.376 -0.1971 0.6354 -0.7656
C 0.656 -1.182 2.308 -0.0219 -0.3455 0.3394
N 0.572 -2.028 3.079 -0.0793 -0.2422 0.1753
C -0.160 0.192 0.446 0.4023 0.0373 0.2590
C -1.404 -0.438 0.207 -0.6317 -0.0999 -0.2489
C -1.949 -1.600 0.830 -0.2307 0.0096 -0.1157
C -3.167 -1.837 0.271 0.2814 -0.2881 0.4164
C -4.108 -2.951 0.560 -0.0808 0.1137 -0.0230
N -3.411 -0.859 -0.673 0.4511 0.1255 0.0249
C -4.608 -0.775 -1.471 -0.6611 -0.0811 -0.1271
C -5.856 -0.302 -0.713 0.2762 0.2689 -0.1960
C -5.833 1.160 -0.247 -0.1700 -0.1329 0.1753
C -7.266 1.646 -0.026 0.2585 0.0213 -0.1532
C -5.034 1.339 1.043 0.0314 0.0890 -0.2634
C -2.355 -0.014 -0.732 0.5012 0.1443 0.1388
C -2.292 1.132 -1.676 -0.0782 -0.0780 -0.0092
H 10.936 -0.212 -1.069 0.1204 0.1049 -0.1444
H 10.380 -1.269 0.318 -0.0094 -0.1145 0.2191
H 8.635 -0.061 -1.886 0.0291 0.0898 -0.1438
H 8.022 -1.757 0.607 -0.0142 -0.0407 -0.1252
H 7.322 -2.097 -0.998 0.0746 0.0668 0.1692
H 6.789 0.435 0.464 -0.1574 -0.0395 -0.1240
H 3.557 0.268 -0.711 0.2211 -0.0041 0.0714
H 3.270 3.129 -0.135 0.0307 -0.1017 0.0887
H 3.403 2.834 1.624 0.0741 -0.0954 -0.2126
H 0.076 1.042 -0.182 0.0687 0.0020 0.0329
H -1.480 -2.186 1.591 0.0026 -0.2156 0.1565
H -4.967 -2.612 1.138 -0.0876 -0.0565 0.0182
H -4.473 -3.412 -0.356 -0.0555 -0.1085 -0.0167
H -3.587 -3.705 1.144 -0.0039 -0.0536 0.0020
H -4.813 -1.769 -1.882 0.0939 0.1395 -0.0496
H -4.420 -0.100 -2.308 0.0224 -0.1065 0.0285
H -6.031 -0.944 0.149 -0.0886 -0.0895 0.0312
H -6.698 -0.436 -1.397 -0.0337 -0.0790 -0.0067
H -5.386 1.775 -1.036 0.0083 -0.0203 -0.0266
H -7.761 1.034 0.725 -0.0925 -0.0761 0.1098
H -7.841 1.592 -0.948 -0.1116 -0.0052 -0.0710
H -7.268 2.677 0.318 -0.0565 0.1103 0.0625
H -3.998 1.033 0.928 0.1468 -0.0410 0.0829
H -5.476 0.749 1.843 -0.0520 -0.0843 0.1195
H -5.045 2.383 1.348 0.0138 0.1027 0.0862
H -2.333 0.787 -2.710 0.0024 0.0653 -0.0605
H -3.118 1.824 -1.513 -0.0236 0.0851 -0.0355
H -1.364 1.679 -1.541 0.0256 0.0444 -0.0214

=====

No. 2
60
Properties=species:S:1:pos:R:3:forces:R:3 method="wB97M-V/def2-TZVPD" multiplicity=1 gap_ev=8.462 lumo_ev=0.475 e_homo_ev=-7.99 largest_force_ha_per_bohr=0.0295 energy_ev=-51310.8289 relative_energy_kj_mol=72.77
C -1.355 -2.310 0.151 0.2256 -0.0187 -0.0057
O -2.750 -2.131 0.220 -0.3580 0.2184 0.0130
C -3.242 -0.866 0.148 -0.2641 -0.1203 0.0079
C -2.467 0.267 -0.031 -0.0103 0.0219 -0.0144
C -3.076 1.519 -0.057 -0.3439 -0.3714 0.2129
C -2.254 2.749 -0.171 0.0558 0.0742 -0.2284
O -2.481 3.777 0.434 -0.1113 0.1246 0.1701
N -1.216 2.642 -1.056 0.3070 -0.1042 -0.2136
C -0.074 3.512 -0.959 -0.0861 0.4539 -0.0195
C 1.088 2.734 -0.454 -0.0877 -0.6823 0.0272
N 1.137 1.446 -0.347 -1.3178 0.6058 -0.4413
N 2.359 1.125 0.123 1.2858 0.3259 0.3610
C 2.992 2.240 0.294 -0.2064 -0.6391 -0.0608
S 4.617 2.481 0.821 0.3945 0.1964 0.0973
C 4.828 1.112 2.020 -0.3309 0.3394 0.0981
C 4.017 -0.167 1.801 0.3255 0.1149 0.2744
O 3.135 -0.430 2.596 -0.2134 0.0215 0.2013
N 4.398 -0.998 0.817 0.0440 -0.2576 -0.1365
C 5.454 -0.703 -0.129 0.4624 -0.0414 -0.1392
C 5.236 -1.320 -1.513 -0.1090 0.2271 0.1103
C 3.828 -1.095 -2.068 0.0649 -0.2289 -0.1506
C 2.854 -2.206 -1.681 -0.1372 0.2601 0.1404
C 2.486 -2.189 -0.202 0.1593 -0.1683 -0.0996
C 3.700 -2.268 0.724 -0.4334 -0.1232 0.2263
O 2.245 3.313 -0.063 -0.0780 0.1662 0.0148
C -4.448 1.631 0.099 0.1254 0.1291 -0.0494
C -5.247 0.502 0.242 -0.0030 -0.0742 0.0215
O -6.612 0.567 0.345 0.4202 -0.3417 -0.0839
C -7.220 1.835 0.411 -0.1133 0.2038 -0.0004
C -4.645 -0.766 0.277 0.1110 -0.2194 0.0645
O -5.272 -1.967 0.405 0.3194 0.3674 -0.2708
C -6.564 -2.052 0.964 -0.4734 -0.1602 0.1632
H -0.835 -1.786 0.959 -0.0106 0.0056 -0.0303
H -1.196 -3.382 0.257 0.0476 0.0738 -0.0139
H -0.951 -1.979 -0.812 -0.0019 0.0171 0.0245
H -1.393 0.190 -0.086 0.1469 -0.0459 -0.0064
H -1.036 1.735 -1.459 -0.1013 0.0355 0.0692
H 0.175 3.955 -1.932 -0.0290 0.0153 0.1754
H -0.329 4.321 -0.264 0.0664 -0.0902 -0.1705
H 5.898 0.908 2.029 0.0105 0.0448 -0.0751
H 4.525 1.511 2.990 0.0609 -0.2205 -0.1138
H 6.415 -1.059 0.270 -0.0167 0.1007 -0.0740
H 5.518 0.379 -0.256 0.0317 -0.1169 0.0148
H 5.972 -0.859 -2.176 0.0608 -0.0573 0.0394
H 5.451 -2.390 -1.495 0.0735 -0.0292 -0.0268
H 3.884 -1.049 -3.158 -0.0060 0.0553 -0.0026
H 3.440 -0.142 -1.709 -0.0102 0.0966 -0.0776
H 3.292 -3.174 -1.941 -0.0062 -0.0602 -0.0614
H 1.939 -2.093 -2.266 -0.0244 -0.0715 -0.0650
H 1.827 -3.032 0.013 -0.0610 -0.0502 0.0542
H 1.952 -1.269 0.033 -0.0757 -0.0439 0.0622
H 4.403 -3.035 0.395 0.0182 -0.0295 0.0270
H 3.358 -2.509 1.734 0.1380 -0.0534 -0.1527
H -4.875 2.619 0.090 -0.0920 0.0942 0.0319
H -7.071 2.403 -0.513 0.0065 -0.0110 0.0485
H -8.283 1.638 0.544 0.0638 0.0757 -0.0117
H -6.850 2.417 1.260 -0.0012 -0.0145 -0.0386
H -6.630 -1.509 1.909 0.0085 -0.0245 -0.0440
H -7.329 -1.680 0.280 0.0820 -0.0685 0.1073
H -6.723 -3.115 1.145 -0.0031 0.0731 0.0199

=====

No. 3
62
Properties=species:S:1:pos:R:3:forces:R:3 method="wB97M-V/def2-TZVPD" multiplicity=1 gap_ev=5.695 lumo_ev=3.252 total_charge=-2 e_homo_ev=-2.44 largest_force_ha_per_bohr=0.0195 energy_ev=-145911.4698 relative_energy_kj_mol=0.00
Zn -2.189 -2.633 0.433 -0.5713 -0.3009 -0.0248
S -0.381 -4.386 5.013 -0.1117 -0.1426 -0.0062
Sb -1.667 -4.237 3.142 0.1479 0.2834 -0.2209
S -0.531 -4.276 1.086 0.0900 0.0228 0.0652
S -2.812 -2.241 2.840 0.0560 0.0438 0.0571
S -3.228 -6.058 3.092 -0.3787 -0.2475 -0.2382
C -0.248 7.472 -4.112 -0.0908 -0.0230 0.0443
C -0.744 6.067 -3.841 -0.0882 0.1179 0.0032
O -0.287 5.099 -4.379 0.0182 -0.0768 0.1148
S -2.086 6.038 -2.643 0.2144 -0.0208 -0.0689
C -2.132 4.337 -2.156 -0.0367 -0.0032 -0.0619
C -2.665 3.358 -2.990 0.0013 0.0254 0.0065
C -2.711 2.042 -2.570 -0.0140 -0.0054 -0.0268
C -2.243 1.669 -1.303 -0.0298 -0.0968 0.0117
C -1.720 2.670 -0.474 0.0222 0.0470 0.0468
C -1.658 3.985 -0.896 -0.0137 -0.0078 -0.0200
C -2.282 0.316 -0.852 0.1006 0.1029 -0.0035
C -2.232 -0.813 -0.396 0.0441 -0.0124 -0.0735
H 0.387 7.465 -4.994 0.0089 -0.0149 -0.0157
H 0.321 7.820 -3.248 0.0001 -0.0187 -0.0250
H -1.084 8.156 -4.255 -0.0257 0.0191 0.0149
H -3.035 3.633 -3.970 0.0039 -0.0011 0.0033
H -3.116 1.276 -3.218 0.0006 -0.0011 -0.0005
H -1.359 2.389 0.506 0.0076 0.0066 0.0013
H -1.243 4.747 -0.247 0.0084 0.0019 0.0022
N 2.509 -1.733 -2.484 0.0002 -0.0093 0.0025
C 1.462 -2.645 -2.536 0.0492 0.0264 -0.0027
C 0.236 -2.350 -1.918 -0.0130 -0.0043 0.0259
N -0.761 -3.202 -1.941 -0.1454 -0.0010 -0.1134
C -0.585 -4.351 -2.603 0.1004 0.0137 0.0792
C 0.608 -4.615 -3.237 0.0344 0.0126 0.0156
N 1.647 -3.769 -3.207 -0.0296 -0.0555 -0.0159
H 2.490 -1.126 -1.679 -0.0056 0.0086 0.0082
H 3.407 -2.167 -2.631 0.0121 0.0002 -0.0043
H 0.081 -1.422 -1.375 -0.0005 0.0128 -0.0098
H -1.400 -5.062 -2.582 -0.0183 0.0099 -0.0178
H 0.756 -5.543 -3.779 0.0061 -0.0012 -0.0005
N -4.348 -4.978 0.311 -0.1160 0.3304 -0.6462
C -3.739 -4.042 -0.014 0.1077 -0.1098 0.3320
H -3.852 -5.755 1.867 0.6008 0.0491 0.8017
C 1.897 1.749 0.582 0.0364 -0.0734 0.0352
C 2.459 0.501 1.268 -0.1005 0.1006 -0.0232
Sb 0.846 -0.880 1.825 0.1129 0.0382 -0.2162
C 2.124 -2.284 2.854 0.0129 -0.0060 0.0526
C 3.537 -1.833 3.211 -0.0476 -0.0516 0.0165
C 0.164 0.221 3.557 0.0195 -0.0012 0.0689
C 1.176 1.107 4.274 -0.0329 -0.0255 -0.0021
H 2.679 2.406 0.188 0.0091 0.0024 0.0096
H 1.296 2.340 1.278 -0.0144 0.0007 0.0092
H 1.238 1.486 -0.250 0.0036 -0.0053 -0.0110
H 3.062 0.768 2.137 0.0102 0.0240 0.0228
H 3.119 -0.047 0.589 -0.0024 -0.0078 -0.0266
H 2.136 -3.164 2.210 0.0388 -0.0099 0.0028
H 1.565 -2.592 3.741 0.0119 -0.0110 0.0073
H 4.121 -1.571 2.325 0.0026 0.0013 -0.0199
H 4.077 -2.628 3.735 0.0029 0.0001 -0.0017
H 3.536 -0.957 3.862 -0.0001 0.0187 0.0227
H -0.215 -0.561 4.219 -0.0358 -0.0007 0.0100
H -0.712 0.787 3.236 0.0158 0.0284 -0.0019
H 2.006 0.519 4.669 0.0170 -0.0090 0.0078
H 0.719 1.632 5.119 -0.0014 -0.0044 0.0069
H 1.603 1.866 3.613 -0.0046 0.0108 -0.0095